64
Properties=species:S:1:pos:R:3:forces:R:3:mulliken_charge:R:1 method="wB97M-V/def2-TZVPD" e_lumo_ev=0.06 max_force_ev_per_a=9.85
Ce -0.452 0.078 -0.388 0.65 0.87 0.59 -0.989
P -2.110 -1.071 1.224 -1.78 -1.33 1.63 1.436
P 1.255 1.191 -1.985 1.72 0.98 -1.45 1.450
N -1.073 -1.098 -1.847 3.14 6.21 6.97 0.129
H -0.660 1.831 2.830 -0.13 0.07 0.60 0.149
C -3.661 -0.193 1.510 -0.68 0.25 0.13 -1.356
H -4.295 -0.763 2.204 0.03 0.19 -0.16 0.414
H -4.202 -0.054 0.560 0.18 -0.09 0.32 0.344
H -3.469 0.806 1.936 0.02 -0.37 -0.12 0.303
C -1.445 -1.361 2.874 -0.22 -0.21 0.72 -1.128
H -2.244 -1.733 3.534 0.24 0.06 -0.07 0.617
H -1.028 -0.437 3.306 -0.35 -0.37 -0.29 0.113
H -0.637 -2.103 2.836 -0.37 0.26 -0.04 0.229
C -2.593 -2.698 0.603 -0.28 -0.49 0.12 -1.330
H -3.172 -3.218 1.375 0.03 -0.15 -0.19 0.467
H -1.701 -3.290 0.342 -0.32 0.24 0.11 0.317
H -3.200 -2.586 -0.307 0.22 0.00 0.23 0.370
C 0.756 2.760 -2.716 -0.13 0.66 -0.45 -1.412
H 1.532 3.115 -3.408 -0.23 0.06 0.08 0.416
H 0.596 3.519 -1.933 0.11 -0.32 -0.21 0.335
H -0.192 2.640 -3.266 0.35 0.02 0.14 0.350
C 2.846 1.536 -1.203 0.62 0.37 -0.35 -1.110
H 3.504 2.058 -1.921 -0.10 -0.17 0.30 0.612
H 3.334 0.607 -0.885 -0.32 0.31 -0.31 0.205
H 2.720 2.171 -0.314 -0.14 -0.19 -0.47 0.145
C 1.618 0.102 -3.378 0.33 -0.06 -0.51 -1.324
H 2.425 0.541 -3.976 -0.05 -0.23 -0.09 0.467
H 0.718 -0.020 -3.998 0.25 0.01 0.22 0.340
H 1.918 -0.895 -3.018 -0.10 0.37 -0.10 0.302
C -1.497 -1.837 -2.708 -3.08 -5.54 -6.45 0.061
C -3.113 -2.359 -4.435 -0.19 -0.29 -0.34 -0.539
C -2.654 -1.498 -3.457 -0.14 -0.34 -0.33 -0.415
C -0.831 -3.057 -2.974 -0.14 -0.48 -0.44 -0.036
C -1.309 -3.903 -3.958 -0.15 -0.24 -0.28 -0.574
C -2.452 -3.567 -4.699 -0.04 -0.09 -0.10 -0.418
H -4.007 -2.092 -5.012 0.35 -0.15 0.20 0.345
H -3.155 -0.548 -3.232 0.21 -0.40 -0.11 0.340
H 0.061 -3.296 -2.378 -0.43 0.09 -0.31 0.360
H -0.787 -4.845 -4.157 -0.22 0.30 0.02 0.343
H -2.824 -4.244 -5.477 0.17 0.32 0.36 0.352
C -0.244 2.407 2.019 -1.41 1.32 -0.25 1.317
O -0.332 1.665 0.917 -3.14 0.16 -3.24 0.080
C -1.191 3.537 1.655 -0.24 1.99 1.62 -1.608
H -0.767 4.476 2.053 -0.51 0.05 -0.09 0.484
H -2.175 3.395 2.119 0.09 0.07 -0.19 0.318
H -1.324 3.655 0.576 0.26 -0.18 0.23 0.196
C 1.146 2.850 2.310 1.35 -0.19 0.15 -1.605
H 1.421 3.742 1.756 0.02 0.19 -0.13 0.488
H 1.883 2.056 2.031 -1.31 1.90 0.36 0.316
H 1.260 3.015 3.377 0.18 0.46 -0.01 0.401
F 0.730 1.077 4.204 0.69 -0.84 -0.86 -0.268
C 1.629 0.197 3.643 -0.19 0.53 0.85 0.451
F 2.709 0.298 4.405 -0.07 0.10 0.30 -0.287
F 1.104 -1.019 3.933 0.32 0.71 -0.26 -0.265
C 2.055 0.314 2.039 2.06 -5.54 -0.64 -0.075
O 1.141 0.195 1.086 1.86 0.99 0.57 -0.161
C 3.722 0.924 1.821 -0.30 0.45 0.32 0.729
F 4.383 0.684 2.941 0.38 0.26 0.03 -0.248
F 4.430 0.273 0.865 -0.57 0.62 0.45 -0.233
F 3.877 2.247 1.569 -0.34 -0.58 -0.01 -0.266
C 2.453 -1.190 1.745 -0.86 -0.25 -0.46 0.176
F 3.372 -1.600 2.557 1.67 -1.89 0.73 -0.276
F 1.372 -2.027 1.833 0.77 -0.18 0.11 -0.145
F 2.832 -1.360 0.441 0.24 -0.29 0.83 -0.198

81
Properties=species:S:1:pos:R:3:forces:R:3:mulliken_charge:R:1 method="wB97M-V/def2-TZVPD" e_lumo_ev=2.14 max_force_ev_per_a=7.42 total_charge=-1
O 2.833 -0.979 -2.781 -4.07 0.18 -0.39 -0.584
S 1.446 -0.918 -3.394 5.38 1.59 -1.79 0.944
O 1.598 -1.172 -4.859 -1.87 0.13 3.22 -0.573
Cl 0.379 -2.453 -2.412 0.15 0.64 -0.55 -0.238
N 0.834 0.615 -2.982 -2.13 -1.97 -1.05 -0.330
S -0.557 1.026 -3.868 3.64 0.24 -6.46 1.116
O -1.142 -0.048 -4.729 0.09 1.53 3.33 -0.574
O -0.167 2.169 -4.785 -1.42 -1.90 3.54 -0.733
C -1.754 1.776 -2.647 -0.20 2.95 1.49 0.260
F -2.715 2.595 -3.297 1.73 -2.33 1.25 -0.232
F -0.976 2.704 -1.887 -1.41 -1.84 -1.26 -0.229
C -2.383 0.782 -1.579 0.75 -0.75 1.70 0.607
F -3.102 1.441 -0.554 1.40 -0.84 -2.33 -0.314
F -1.293 0.134 -0.942 -2.24 1.33 -1.30 -0.195
C -3.327 -0.375 -2.131 -0.47 -2.13 0.98 0.621
F -4.014 -0.892 -0.989 1.34 1.41 -2.02 -0.336
F -2.626 -1.490 -2.639 -1.34 2.93 0.76 -0.149
C -4.472 0.075 -3.143 -2.25 -0.14 -0.93 0.573
F -5.453 -0.943 -3.156 2.09 1.96 -0.16 -0.245
F -5.148 1.218 -2.667 1.81 -2.27 -1.04 -0.250
F -4.060 0.272 -4.446 -0.71 -0.25 3.00 -0.176
C -4.817 -3.476 -1.520 0.23 0.23 0.11 -0.558
O -5.658 -4.518 -2.020 -0.43 -0.36 0.22 -0.352
C -6.587 -4.940 -1.152 0.31 0.17 -0.26 0.723
O -6.754 -4.523 -0.033 -0.06 -0.19 -0.25 -0.543
O -7.301 -5.910 -1.746 0.10 0.12 0.05 -0.324
C -8.334 -6.456 -0.930 -0.26 -0.17 0.14 -0.628
H -4.108 -3.216 -2.303 -0.25 -0.29 -0.06 0.332
H -5.404 -2.592 -1.278 -0.02 -0.31 0.10 0.230
H -4.257 -3.820 -0.647 -0.17 0.06 0.00 0.329
H -9.062 -5.687 -0.663 0.16 -0.04 0.12 0.287
H -7.914 -6.917 -0.034 -0.06 0.19 0.00 0.287
H -8.842 -7.227 -1.509 0.22 0.13 -0.15 0.218
C 9.451 -0.673 -0.961 0.23 0.25 0.12 -0.759
O 8.636 -1.790 -1.310 0.17 0.40 -0.76 -0.275
C 7.592 -1.482 -2.104 -0.24 -0.07 -0.41 0.744
O 7.319 -0.385 -2.514 0.23 -0.28 0.20 -0.535
O 6.916 -2.611 -2.354 0.57 0.24 0.21 -0.288
C 5.768 -2.437 -3.193 -0.63 0.10 -0.28 -0.603
H 10.258 -1.037 -0.324 -0.17 -0.22 -0.07 0.235
H 9.890 -0.222 -1.853 -0.17 0.06 0.08 0.297
H 8.874 0.065 -0.400 0.01 0.01 -0.20 0.344
H 6.062 -2.059 -4.174 0.00 0.11 0.17 0.284
H 5.043 -1.771 -2.724 0.12 0.02 -0.17 0.337
H 5.302 -3.414 -3.326 0.25 0.01 0.20 0.230
C -1.464 3.072 5.107 -0.09 -0.23 0.36 -0.691
O -1.385 3.981 4.012 0.16 0.04 -0.16 -0.308
C -0.653 3.534 2.977 0.20 0.03 -0.21 0.744
O -0.090 2.472 2.918 -0.20 0.31 0.09 -0.533
O -0.661 4.478 2.022 0.45 -0.37 0.64 -0.308
C 0.085 4.133 0.852 0.28 -0.14 -0.47 -0.624
H -2.076 3.536 5.880 0.03 0.17 -0.25 0.221
H -1.942 2.140 4.800 0.20 0.04 -0.02 0.304
H -0.472 2.879 5.520 -0.07 -0.10 -0.16 0.302
H -0.332 3.244 0.377 0.16 0.01 0.16 0.178
H 1.138 3.982 1.097 -0.15 -0.13 0.01 0.413
H 0.010 4.966 0.152 -0.16 0.04 0.25 0.237
C -3.277 5.073 1.610 -0.01 -0.33 -0.21 -0.311
O -4.063 6.268 1.644 -0.60 0.15 0.22 -0.329
C -5.187 6.165 2.363 0.38 0.00 -0.24 0.735
O -5.565 5.185 2.955 -0.01 0.30 -0.09 -0.547
O -5.824 7.348 2.311 0.10 -0.13 0.00 -0.322
C -7.048 7.383 3.039 -0.30 0.07 0.15 -0.625
H -2.398 5.271 1.003 -0.37 0.34 0.03 0.138
H -2.951 4.800 2.611 -0.25 0.08 -0.14 0.254
H -3.838 4.256 1.148 -0.06 0.06 0.15 0.280
H -6.871 7.200 4.101 -0.04 -0.15 -0.12 0.286
H -7.758 6.658 2.636 0.12 -0.05 0.15 0.287
H -7.472 8.381 2.927 0.25 -0.03 -0.14 0.218
C 7.939 -4.020 5.213 0.07 -0.13 0.31 -0.631
O 7.436 -3.280 4.103 0.07 -0.05 -0.16 -0.316
C 7.844 -3.737 2.908 -0.22 0.27 -0.32 0.762
O 8.569 -4.682 2.722 -0.14 0.20 0.17 -0.544
O 7.304 -2.960 1.961 0.16 -0.30 0.61 -0.292
C 7.654 -3.331 0.624 -0.12 -0.35 -0.11 -0.438
H 7.546 -3.563 6.122 -0.09 0.13 -0.25 0.220
H 7.598 -5.056 5.171 0.17 0.06 -0.08 0.288
H 9.029 -3.973 5.245 -0.09 -0.15 -0.09 0.286
H 7.301 -4.341 0.400 0.15 0.03 0.12 0.305
H 8.731 -3.257 0.474 -0.16 -0.18 0.14 0.234
H 7.164 -2.642 -0.050 -0.19 -0.12 0.58 0.154

61
Properties=species:S:1:pos:R:3:forces:R:3:mulliken_charge:R:1 method="wB97M-V/def2-TZVPD" e_lumo_ev=2.26 max_force_ev_per_a=2.47 total_charge=-1
C -3.522 1.015 3.438 0.81 0.08 0.31 -1.363
C -2.037 1.041 2.918 -1.90 0.96 -0.66 0.752
F -1.293 0.359 3.862 0.40 -0.06 0.01 -0.367
C -1.929 0.536 1.447 -0.14 0.79 0.54 -0.903
P -0.890 -1.030 1.123 -2.40 -0.57 -0.21 1.445
C -2.342 -1.840 0.126 -0.08 -0.54 -0.32 -1.270
N -3.355 -2.451 1.044 0.00 0.36 -0.52 -0.509
C 0.053 -2.730 1.010 0.87 -0.28 -0.64 -1.393
I 1.010 -3.118 2.984 -0.42 -0.24 -0.30 -0.065
C 1.072 -2.946 -0.151 1.15 -1.18 1.08 0.128
C 2.510 -3.460 0.240 -0.20 0.18 -1.77 -1.704
I 0.285 -4.591 -1.410 0.08 0.31 -0.14 -0.090
O -0.447 -0.391 -0.448 1.96 0.19 0.09 -0.528
C 0.642 0.489 -0.388 0.25 1.28 0.50 -0.888
C 1.442 0.272 0.956 -0.62 -0.74 -1.02 0.534
P 2.190 1.737 1.848 0.90 -0.44 1.15 0.073
O 3.456 2.261 0.810 -1.63 -0.09 0.36 -0.467
Cl 0.688 3.212 1.926 0.32 -0.28 -0.80 -0.306
O 0.583 -0.377 1.836 0.05 1.14 -0.25 -0.541
H -3.695 1.865 4.126 0.05 -0.41 -0.21 0.358
H -4.247 1.089 2.615 0.23 -0.18 0.31 0.332
H -3.632 0.080 4.019 -0.26 0.32 -0.46 0.326
H -1.744 2.107 2.948 0.36 -0.56 0.12 0.059
H -1.630 1.414 0.832 0.06 -0.56 0.27 0.305
H -2.962 0.311 1.117 0.57 -0.11 0.16 0.326
H -1.443 -1.576 2.330 0.62 0.21 0.04 0.212
H -2.823 -1.107 -0.554 0.23 -0.23 0.57 0.497
H -1.962 -2.633 -0.562 -0.01 0.54 0.32 0.179
H -4.282 -2.277 0.670 0.03 -0.05 0.09 0.242
H -3.252 -3.459 1.040 0.07 0.06 0.12 0.229
H -0.708 -3.529 0.977 0.45 0.48 0.24 0.928
H 1.247 -2.124 -0.854 -0.77 -0.06 0.34 0.386
H 2.494 -4.454 0.700 0.01 0.55 0.23 0.457
H 3.083 -2.705 0.800 -0.42 -0.37 0.17 0.345
H 3.039 -3.580 -0.735 -0.15 0.03 0.58 0.507
H 0.325 1.555 -0.318 -0.36 -0.47 -0.27 0.363
H 1.301 0.468 -1.276 -0.24 -0.48 0.26 0.283
H 2.337 -0.384 0.770 -0.14 0.36 0.08 -0.144
H 3.815 1.438 0.463 0.20 -0.08 -0.36 0.291
N 5.022 6.162 2.841 -0.25 0.14 -0.26 -0.553
C 5.053 7.407 2.354 0.10 -0.24 0.18 -0.322
C 4.158 7.890 1.415 -0.03 -0.02 -0.02 -0.219
C 3.173 7.035 0.946 -0.02 0.00 -0.02 -0.566
C 3.120 5.739 1.434 -0.01 0.14 -0.13 0.071
C 4.062 5.355 2.375 0.29 0.04 0.24 -0.113
H 5.843 8.038 2.748 -0.02 0.06 -0.03 0.343
H 4.230 8.910 1.059 0.03 0.00 0.02 0.358
H 2.454 7.374 0.210 0.01 -0.01 0.01 0.375
H 2.368 5.043 1.093 0.09 0.03 0.04 0.232
H 4.059 4.353 2.788 -0.07 -0.03 -0.07 0.406
N -3.316 -3.019 -4.652 0.21 -0.25 -0.29 -0.473
C -2.033 -3.288 -4.385 -0.30 0.25 0.16 -0.163
C -1.239 -4.111 -5.169 -0.05 -0.06 -0.13 -0.421
C -1.806 -4.693 -6.292 0.07 -0.03 -0.02 -0.299
C -3.134 -4.430 -6.587 0.05 -0.02 0.00 -0.340
C -3.839 -3.590 -5.741 -0.01 0.18 0.28 -0.218
H -1.636 -2.813 -3.495 0.07 -0.05 0.00 0.475
H -0.205 -4.292 -4.906 -0.03 0.02 0.08 0.353
H -1.219 -5.343 -6.929 -0.01 0.01 0.01 0.358
H -3.612 -4.866 -7.455 -0.02 0.02 0.01 0.347
H -4.880 -3.352 -5.933 -0.01 -0.04 -0.06 0.351

68
Properties=species:S:1:pos:R:3:forces:R:3:lowdin_spin:R:1 method="wB97M-V/def2-TZVPD" e_lumo_ev="2.31 / 2.25" max_force_ev_per_a=1.07 total_charge=-1 spin_multiplicity=2
Co 0.570 3.012 -0.163 -0.08 0.36 0.38 0.002
N 2.164 2.964 -1.186 0.26 -0.23 -0.38 0.000
N 2.374 4.237 -1.759 -0.18 0.07 -0.17 0.000
C 1.586 5.272 -1.192 -0.14 -0.02 0.12 0.000
O 1.881 6.427 -1.419 0.02 -0.09 -0.01 0.000
O 0.588 4.830 -0.503 0.07 0.09 -0.01 0.001
H 2.814 2.768 -0.422 -0.01 -0.02 0.01 0.000
H 2.214 2.261 -1.914 0.01 -0.11 0.04 0.000
H 3.333 4.484 -1.944 0.07 0.00 0.10 0.000
F -6.008 2.977 0.943 -0.04 0.01 0.02 0.000
C -4.838 2.892 0.305 0.00 0.00 0.01 0.000
C -4.248 1.662 0.098 -0.02 -0.01 0.00 0.000
F -4.845 0.553 0.548 0.01 0.00 0.00 0.000
C -3.038 1.591 -0.565 -0.02 -0.06 0.02 0.000
F -2.513 0.373 -0.725 -0.06 -0.02 -0.12 0.002
C -2.379 2.716 -1.041 0.12 0.02 -0.09 0.000
S -0.824 2.604 -1.871 -0.20 0.10 0.03 0.000
C -3.009 3.939 -0.827 -0.01 0.00 0.01 0.000
F -2.461 5.068 -1.261 0.06 0.06 -0.03 0.000
C -4.216 4.035 -0.160 0.00 -0.02 0.00 0.000
F -4.797 5.225 0.033 -0.01 0.03 -0.01 0.000
C -2.712 -2.720 1.083 0.04 0.03 0.01 0.074
C -1.465 -3.472 1.400 -0.13 -0.14 0.05 0.580
C -1.028 -3.513 2.823 0.07 0.07 -0.03 0.078
C -1.052 -4.593 0.510 0.02 0.01 -0.02 0.086
Sb 0.380 -0.904 0.217 0.34 0.29 -0.12 0.024
C 0.681 -1.171 -1.972 -0.11 -0.07 0.04 0.005
C 1.407 -0.066 -2.725 0.08 -0.02 -0.03 0.000
C -0.739 -1.278 -2.538 -0.04 0.03 -0.04 0.000
C 1.372 -2.518 -2.189 -0.01 -0.04 -0.01 0.001
C 2.469 -1.241 0.908 0.03 0.04 -0.14 0.000
C 2.652 -2.752 1.058 0.07 -0.02 0.01 0.000
C 3.508 -0.648 -0.041 0.01 -0.06 -0.02 0.000
C 2.700 -0.603 2.274 -0.02 0.03 0.03 0.000
H -3.601 -3.247 1.468 0.00 0.01 -0.01 0.030
H -2.852 -2.592 0.007 0.01 -0.01 0.00 0.003
H -2.705 -1.727 1.539 0.00 -0.01 0.00 0.007
H -1.601 -4.267 3.388 0.00 0.02 0.02 0.031
H -1.174 -2.548 3.313 0.00 0.00 -0.01 0.004
H 0.027 -3.785 2.921 -0.02 -0.03 -0.01 0.006
H -1.591 -5.524 0.758 0.01 0.01 -0.01 0.033
H 0.015 -4.819 0.607 -0.02 0.00 0.01 0.008
H -1.266 -4.377 -0.541 0.01 0.00 0.01 0.003
H 1.002 0.901 -2.439 -0.08 0.01 -0.07 0.000
H 1.226 -0.177 -3.802 0.05 -0.03 0.01 0.000
H 2.486 -0.083 -2.568 0.02 0.00 0.06 0.000
H -1.239 -0.311 -2.537 0.02 -0.02 0.00 0.000
H -1.361 -1.980 -1.975 0.02 -0.01 0.00 0.000
H -0.687 -1.638 -3.574 0.00 0.02 0.02 0.000
H 2.427 -2.506 -1.918 -0.03 0.00 -0.01 0.000
H 1.309 -2.784 -3.252 -0.01 0.01 0.02 0.000
H 0.888 -3.327 -1.631 -0.02 0.02 -0.01 0.000
H 2.481 -3.306 0.135 0.01 0.02 -0.03 0.000
H 1.974 -3.153 1.816 0.00 0.01 -0.01 0.000
H 3.677 -2.973 1.387 -0.02 0.01 0.01 0.000
H 3.598 -1.201 -0.975 -0.03 0.04 -0.01 0.000
H 4.494 -0.659 0.440 0.00 -0.02 -0.02 0.000
H 3.274 0.393 -0.278 0.01 0.01 0.03 0.000
H 2.056 -1.016 3.048 -0.06 0.01 0.01 0.000
H 2.565 0.479 2.249 -0.03 0.09 -0.04 0.000
H 3.746 -0.772 2.563 -0.04 -0.07 0.04 0.000
F -1.706 1.022 1.700 0.11 0.11 0.27 0.002
Te -0.079 1.718 2.408 -1.00 -0.34 0.17 0.001
F -0.767 3.270 1.243 0.12 -0.03 -0.30 0.000
F 1.804 3.241 1.250 0.07 -0.02 -0.02 0.000
F -0.135 -0.074 3.200 0.34 -0.11 -0.07 0.001
F -1.308 2.299 3.781 0.00 0.21 0.12 0.000
O 0.502 1.114 0.486 0.35 -0.24 0.20 0.015